Below is an isolated ion of composition C4H9N2O3S and charge +1 in a non-equilibrium geometry, with properties calculated with wB97M-V/def2-TZVPD.

CARTESIAN COORDINATES (ANGSTROEM)
C  1.04  -0.22  -0.71
C  0.78  0.98  0.10
C  -0.64  1.04  0.53
C  -1.61  1.12  -0.56
N  1.55  -1.30  -0.11
N  -1.40  0.90  -1.80
O  0.78  -0.26  -1.94
O  1.86  -2.78  1.80
O  -0.35  -1.71  1.52
S  1.33  -1.52  1.64
H  1.32  0.73  0.96
H  1.24  1.76  -0.47
H  -0.82  0.00  0.90
H  -0.90  1.87  1.28
H  -2.62  1.64  -0.20
H  1.97  -2.06  -0.62
H  -0.98  -1.82  2.24
H  -0.46  0.52  -2.10
H  -2.12  1.09  -2.48

As for the energy above the lowest of the compared OMol25 structures with the same formula, charge and spin: 0.0 kcal per mole. As for the total energy: -24243.430 eV. The highest occupied orbital energy is -14.395 eV. As for the net charge: +1. The LUMO energy comes out at -4.12 eV. The calculation puts the maximum force at 4.13 eV/A.

Listed below, in e, are the Löwdin charges computed for each atom: -0.486, -0.116, -0.145, -0.049, -0.015, 0.243, 0.048, -0.346, -0.292, 0.978, 0.069, 0.153, 0.110, 0.178, 0.198, 0.147, 0.099, 0.071, 0.156